Density functional theory data (ωB97M-V with the def2-TZVPD basis set) for 12 unconnected molecules or ions with the total composition C58H152N12O17.

Output
E_HOMO ... -8.174 eV
Net charge ... 0
Structure (SMILES) ... COC[C@H](C)N.COC[C@H](C)N.COC[C@H](C)N.COC[C@H](C)N.COC[C@H](C)N.COC[C@H](C)N.COC[C@H](C)N.COCCNCCOC.COCCNCCOC.COCCNCCOC.COCCNCCOC.COCCNCCOC
Multiplicity ... 1
Calculated total energy ... -4236.677248 Ha

Atoms and positions in Å:
1 C -6.72452 -3.38979 -2.41713
2 O -5.42562 -3.13684 -1.93391
3 C -4.50622 -4.26317 -1.73157
4 C -3.09132 -3.64362 -1.64120
5 C -2.54391 -3.11697 -2.95010
6 N -2.29125 -4.72166 -1.09230
7 H -7.38425 -3.65549 -1.60474
8 H -6.65779 -4.16917 -3.17929
9 H -7.06590 -2.49210 -2.90031
10 H -4.67390 -4.80587 -0.76519
11 H -4.70701 -4.95199 -2.55761
12 H -3.29855 -2.79388 -0.92888
13 H -1.56611 -2.62644 -2.85467
14 H -3.23077 -2.40330 -3.46545
15 H -2.33247 -3.88664 -3.69686
16 H -2.51284 -5.00699 -0.14209
17 H -1.26462 -4.64788 -1.29596
18 C 1.18991 -6.33689 -0.56871
19 O 1.12114 -5.66367 -1.77800
20 C 1.63004 -6.42715 -2.82976
21 C 1.05709 -5.95250 -4.18453
22 C -0.42266 -6.24572 -4.28668
23 N 1.80898 -6.41298 -5.28960
24 H 0.42294 -7.11962 -0.44506
25 H 1.16186 -5.59508 0.21799
26 H 2.13743 -6.89670 -0.50500
27 H 2.69258 -6.29579 -2.81500
28 H 1.44340 -7.55090 -2.74239
29 H 1.05498 -4.83865 -4.10236
30 H -0.96379 -6.02456 -3.34641
31 H -0.56123 -7.31855 -4.46880
32 H -1.00940 -5.69800 -5.06570
33 H 1.84373 -7.43743 -5.27786
34 H 2.80132 -6.09782 -5.40044
35 C 4.78678 2.35275 -0.43834
36 O 5.07866 3.62184 0.05086
37 C 3.88450 4.41007 0.16839
38 C 4.35689 5.66299 0.82059
39 C 4.23241 5.43919 2.32288
40 N 3.50278 6.78317 0.41462
41 H 4.34405 1.61442 0.27334
42 H 5.75968 1.97851 -0.69371
43 H 4.05078 2.34433 -1.26689
44 H 3.50495 4.64331 -0.86078
45 H 3.13948 3.82419 0.75903
46 H 5.41610 5.82843 0.67525
47 H 3.20760 5.55907 2.58507
48 H 4.90574 6.19462 2.83678
49 H 4.56385 4.49301 2.62869
50 H 3.62495 6.92992 -0.56111
51 H 3.67678 7.61571 0.93662
52 C -7.35267 2.42554 -2.46108
53 O -6.68246 2.48008 -3.70522
54 C -5.37746 2.02716 -3.65571
55 C -4.87270 1.82127 -5.10591
56 C -5.50369 0.50414 -5.70710
57 N -3.48180 1.57995 -5.03604
58 H -8.39897 2.60680 -2.62853
59 H -6.93374 3.10122 -1.71508
60 H -7.21685 1.37778 -2.15052
61 H -4.74491 2.77380 -3.09416
62 H -5.21823 1.09079 -3.16261
63 H -5.19118 2.76901 -5.67015
64 H -5.07975 0.26221 -6.67487
65 H -6.59695 0.65562 -5.82730
66 H -5.22510 -0.33554 -5.06787
67 H -2.96408 2.45420 -4.80615
68 H -3.04907 1.09145 -5.85305
69 C 6.32584 2.10806 5.19690
70 O 5.61604 0.92171 5.66847
71 C 4.53424 0.46422 4.79606
72 C 3.72730 -0.47251 5.72840
73 C 3.45264 0.09266 7.10454
74 N 4.49725 -1.82988 5.75209
75 H 5.76546 3.00559 5.45318
76 H 6.55584 2.00470 4.10318
77 H 7.22322 2.14414 5.80371
78 H 3.88884 1.33999 4.47258
79 H 4.96190 -0.02365 3.83921
80 H 2.70064 -0.68010 5.29632
81 H 2.79891 -0.65194 7.59190
82 H 2.83190 0.97225 6.89899
83 H 4.30401 0.27584 7.76504
84 H 4.80085 -2.00221 6.66070
85 H 5.25146 -1.68924 5.06977
86 C -3.85994 5.24803 2.86627
87 O -2.52504 5.14223 2.25538
88 C -1.56697 5.92354 2.86359
89 C -0.45173 6.18540 1.91007
90 C 0.08271 4.85804 1.33980
91 N 0.70336 6.86254 2.55475
92 H -3.75989 4.84027 3.88510
93 H -4.50418 4.61693 2.21203
94 H -4.26845 6.27499 2.77120
95 H -2.08389 6.82412 3.21667
96 H -1.16167 5.39097 3.83941
97 H -0.86937 6.83313 1.14524
98 H -0.78991 4.27197 0.99445
99 H 0.55702 4.30139 2.16594
100 H 0.69478 4.96764 0.43438
101 H 0.53415 7.71339 3.07519
102 H 1.46862 7.03921 1.86904
103 C -0.94096 -1.08431 5.71334
104 O -1.13497 0.31589 5.48983
105 C -1.45020 0.80998 4.19713
106 C -1.32601 2.38880 4.14544
107 C 0.18358 2.78308 4.35192
108 N -2.17493 3.04697 5.12017
109 H -0.28563 -1.51404 4.97552
110 H -1.79780 -1.75831 5.66274
111 H -0.53306 -1.18092 6.71148
112 H -0.87405 0.36924 3.38723
113 H -2.51622 0.59644 4.01681
114 H -1.76319 2.70672 3.20748
115 H 0.79826 2.73038 3.44008
116 H 0.57794 2.12499 5.15146
117 H 0.25358 3.77841 4.70637
118 H -1.71857 3.14238 6.07020
119 H -3.01560 2.45378 5.30521
120 C 4.69132 -7.55285 3.02186
121 O 4.45144 -6.64913 1.95618
122 C 4.37034 -5.25141 2.27118
123 C 5.56617 -4.49371 1.82973
124 N 5.29433 -3.16535 2.16930
125 C 6.33037 -2.25634 1.88143
126 C 7.60017 -2.33302 2.65584
127 O 7.17061 -2.21390 3.97933
128 C 8.13502 -2.13461 4.97985
129 H 5.50181 -7.27073 3.66325
130 H 4.80012 -8.53327 2.57434
131 H 3.82277 -7.60678 3.65929
132 H 4.22340 -5.00891 3.38779
133 H 3.49018 -4.97864 1.76127
134 H 5.59764 -4.55378 0.74488
135 H 6.44022 -4.97678 2.26838
136 H 5.17722 -3.08346 3.20490
137 H 5.94403 -1.30666 2.14515
138 H 6.50219 -2.36477 0.82716
139 H 8.26755 -1.51286 2.28978
140 H 8.08969 -3.29813 2.49308
141 H 8.82961 -1.34135 4.74423
142 H 8.73007 -3.09046 5.10582
143 H 7.67644 -1.91446 5.95611
144 C 4.08867 -1.82073 -0.66343
145 O 3.37147 -1.37923 -1.81528
146 C 2.74326 -2.45252 -2.53307
147 C 2.45234 -2.11584 -4.02125
148 N 1.76565 -0.83494 -4.18817
149 C 0.44874 -0.88142 -3.69930
150 C -0.25249 0.43670 -3.65675
151 O 0.38584 1.13817 -2.56276
152 C -0.00508 2.48381 -2.65849
153 H 4.95066 -2.47501 -0.96132
154 H 3.45887 -2.29797 0.05162
155 H 4.60106 -0.96110 -0.19718
156 H 1.75635 -2.69039 -2.12210
157 H 3.36597 -3.36348 -2.45261
158 H 1.87700 -2.93479 -4.42178
159 H 3.43236 -2.08253 -4.53190
160 H 2.31265 -0.09879 -3.81214
161 H 0.34777 -1.20949 -2.65287
162 H -0.09572 -1.66817 -4.34254
163 H -1.29309 0.32595 -3.46166
164 H -0.14733 1.03385 -4.56619
165 H 0.57329 2.99886 -3.37958
166 H 0.26291 2.91466 -1.69497
167 H -1.07472 2.63725 -2.83429
168 C -6.42319 -2.67689 1.52037
169 O -5.61425 -3.14919 2.57449
170 C -4.45817 -2.40127 2.76054
171 C -3.56828 -3.39035 3.46139
172 N -3.24661 -4.58563 2.67911
173 C -2.30080 -5.40468 3.42536
174 C -0.81841 -5.06598 3.15494
175 O -0.47068 -3.89433 3.91794
176 C 0.89970 -3.50786 3.84158
177 H -5.90385 -2.50053 0.58553
178 H -6.90482 -1.80152 1.82070
179 H -7.19513 -3.40723 1.37409
180 H -4.65310 -1.51016 3.34518
181 H -4.02270 -2.09636 1.80053
182 H -4.06671 -3.78435 4.37940
183 H -2.69403 -2.84508 3.75359
184 H -4.14101 -5.07602 2.50109
185 H -2.31707 -6.50251 3.15644
186 H -2.40656 -5.37809 4.51186
187 H -0.72985 -4.83753 2.10371
188 H -0.07711 -5.85648 3.37001
189 H 1.20016 -2.93100 4.69863
190 H 1.05687 -3.01942 2.89118
191 H 1.55282 -4.38407 3.72700
192 C -3.22510 2.82631 -0.07606
193 O -3.64934 1.51349 0.28949
194 C -3.43999 0.63892 -0.77494
195 C -2.12750 -0.04219 -0.62841
196 N -2.02537 -0.65828 0.64301
197 C -0.91035 -1.47704 0.79255
198 C 0.48610 -0.86722 0.65292
199 O 0.59177 0.32432 1.41828
200 C 1.73007 1.05918 1.00039
201 H -3.77858 3.20970 -0.92022
202 H -2.17172 2.73457 -0.29362
203 H -3.37391 3.46082 0.76852
204 H -3.50058 1.14529 -1.70068
205 H -4.25417 -0.08415 -0.72272
206 H -1.37067 0.74316 -0.89053
207 H -1.96527 -0.85097 -1.35166
208 H -2.01987 0.03650 1.34385
209 H -0.97554 -2.18290 -0.03394
210 H -0.86994 -2.08374 1.71138
211 H 0.72917 -0.72604 -0.33996
212 H 1.20333 -1.62987 0.99052
213 H 2.58820 0.35630 1.00448
214 H 1.78255 1.94504 1.67501
215 H 1.71923 1.50414 -0.04756
216 C -0.83141 5.94011 -9.54426
217 O -1.37978 5.03148 -8.60264
218 C -2.81456 5.20259 -8.47511
219 C -3.17408 4.24525 -7.33185
220 N -2.72300 4.49894 -5.97681
221 C -3.07194 5.76060 -5.44599
222 C -3.13466 5.78155 -3.94529
223 O -1.87902 5.38142 -3.45861
224 C -1.59545 5.58019 -2.06921
225 H 0.08681 5.49026 -9.99130
226 H -0.58198 6.88347 -9.03951
227 H -1.50258 6.13464 -10.38548
228 H -3.38264 4.79493 -9.41775
229 H -2.95054 6.30563 -8.20283
230 H -2.80728 3.26059 -7.58481
231 H -4.25543 4.07917 -7.31134
232 H -1.71294 4.41519 -5.94464
233 H -4.05150 5.95543 -5.91426
234 H -2.28047 6.52311 -5.72780
235 H -3.89090 5.13769 -3.58575
236 H -3.44842 6.77884 -3.66477
237 H -2.51275 5.51838 -1.50000
238 H -1.02790 6.53559 -1.88887
239 H -0.97222 4.72451 -1.78441